# 1
This record from OMol25 describes a 5-piece molecular cluster, C2H14O4S2 overall. The level of theory is ωB97M-V/def2-TZVPD.

SMILES: CSSC.O.O.O.O
Orbital gap, eV: 6.56
Lowest unoccupied orbital energy, eV: -1.82
Energy above the lowest of the compared OMol25 structures with the same formula, charge and spin, kJ/mol: 301.3
Largest force on an atom, eV Å⁻¹: 3.29

The geometry in ORCA input format:
```
! wB97M-V def2-TZVPD RIJCOSX def2/J DEFGRID3
* xyz 0 1
C -0.060 -1.164 2.129
S 0.377 -0.092 0.580
S 0.931 1.489 -0.749
C -0.090 0.870 -2.065
H -0.989 -0.789 2.556
H -0.050 -2.137 1.653
H 0.701 -0.991 2.888
H 0.390 -0.038 -2.423
H -1.126 0.820 -1.787
H 0.016 1.579 -2.895
O -3.620 -1.330 -0.795
H -4.546 -1.547 -0.912
H -3.641 -0.615 -0.141
O 3.152 -0.799 -1.572
H 2.193 -0.699 -1.580
H 3.524 -0.454 -0.750
O 3.507 0.483 1.403
H 2.647 0.894 1.237
H 4.084 1.254 1.474
O -2.533 1.142 0.202
H -1.774 0.672 0.607
H -3.093 1.453 0.940
*
```

Atom charges from the Löwdin analysis, given in e for atoms 1 to 6:
1. C -0.28
2. S 0.44
3. S 0.50
4. C -0.48
5. H 0.02
6. H 0.04


# 2
This record from OMol25 describes one molecule with the formula C16H26O4S4. The level of theory is ωB97M-V/def2-TZVPD.

SMILES: O=C(O)CSC(=S)CCCCCCCCCCC(=S)SCC(=O)O
Orbital gap, eV: 8.10
Lowest unoccupied orbital energy, eV: -0.50
Energy above the lowest of the compared OMol25 structures with the same formula, charge and spin, kJ/mol: 0.0
Largest force on an atom, eV Å⁻¹: 4.04

The geometry in ORCA input format:
```
! wB97M-V def2-TZVPD RIJCOSX def2/J DEFGRID3
* xyz 0 1
O -1.311 -1.903 5.555
C -1.615 -1.064 4.736
O -2.847 -0.989 4.101
C -0.782 0.115 4.418
S 0.853 -0.128 5.059
C 1.465 1.573 5.059
S 2.574 1.971 6.197
C 1.241 2.634 3.942
C 2.398 2.955 3.014
C 3.032 1.763 2.200
C 2.030 0.971 1.411
C 2.502 0.616 -0.023
C 1.523 -0.417 -0.614
C 0.389 0.100 -1.413
C -0.848 -0.887 -1.545
C -0.350 -2.225 -2.086
C -1.505 -3.086 -2.430
C -2.294 -2.614 -3.623
S -3.899 -2.929 -3.416
S -1.599 -1.979 -5.018
C -2.766 -0.887 -5.798
C -2.100 0.317 -6.502
O -1.768 0.260 -7.648
O -2.007 1.381 -5.739
H -3.325 -1.817 4.326
H -1.266 1.032 4.880
H -0.852 0.167 3.316
H 0.314 2.361 3.366
H 0.961 3.546 4.354
H 3.088 3.471 3.688
H 2.099 3.705 2.359
H 3.400 1.005 2.979
H 3.878 2.146 1.621
H 1.867 0.056 1.909
H 1.129 1.528 1.301
H 2.746 1.431 -0.612
H 3.467 0.027 0.134
H 2.070 -1.165 -1.188
H 1.221 -0.933 0.286
H -0.028 1.103 -1.025
H 0.764 0.313 -2.402
H -1.421 -0.995 -0.590
H -1.590 -0.462 -2.227
H 0.315 -2.789 -1.459
H 0.178 -1.992 -2.971
H -2.165 -3.327 -1.540
H -1.040 -4.123 -2.569
H -3.246 -1.412 -6.598
H -3.418 -0.540 -4.949
H -1.461 2.114 -6.230
*
```

Atom charges from the Löwdin analysis, given in e for atoms 1 to 6:
1. O 0.08
2. C -0.58
3. O 0.07
4. C -0.43
5. S 0.93
6. C -1.02


# 3
This record from OMol25 describes C5H8N2O as an isolated structure. The level of theory is ωB97M-V/def2-TZVPD.

Orbital gap, eV: 8.35
Lowest unoccupied orbital energy, eV: 0.52
Energy above the lowest of the compared OMol25 structures with the same formula, charge and spin, kJ/mol: 314.7
Largest force on an atom, eV Å⁻¹: 2.32

The geometry in ORCA input format:
```
! wB97M-V def2-TZVPD RIJCOSX def2/J DEFGRID3
* xyz 0 1
C 1.843 -0.055 -0.622
C -1.766 1.105 0.683
N 0.776 -0.558 -1.471
C 0.778 1.307 0.545
C -0.036 -0.586 -0.351
C -0.382 0.642 0.319
N -0.585 -1.769 0.053
O 1.406 2.144 1.100
H 0.925 -1.438 -1.954
H -1.129 -1.784 0.900
H -0.323 -2.629 -0.399
H 2.410 -0.793 -0.058
H 2.456 0.712 -1.087
H -1.715 2.099 1.126
H -2.416 1.159 -0.195
H -2.242 0.443 1.412
*
```

Atom charges from the Löwdin analysis, given in e for atoms 1 to 6:
1. C -0.10
2. C -0.05
3. N 0.01
4. C -0.27
5. C -0.36
6. C -0.24


# 4
This record from OMol25 describes a 6-piece molecular cluster, C5H21NO6 overall. The level of theory is ωB97M-V/def2-TZVPD.

SMILES: CCCNC(C)=O.O.O.O.O.O
Orbital gap, eV: 10.35
Lowest unoccupied orbital energy, eV: 0.39
Energy above the lowest of the compared OMol25 structures with the same formula, charge and spin, kJ/mol: 91.4
Largest force on an atom, eV Å⁻¹: 2.32

The geometry in ORCA input format:
```
! wB97M-V def2-TZVPD RIJCOSX def2/J DEFGRID3
* xyz 0 1
C -1.123 -3.177 1.932
C -1.090 -1.937 1.032
C -2.007 -0.764 1.423
N -1.239 0.399 1.956
C -1.065 1.552 1.249
C -1.243 1.456 -0.253
O -0.592 2.497 1.860
H -1.688 -3.069 2.929
H -1.731 -4.027 1.612
H -0.100 -3.543 2.085
H -0.013 -1.674 0.913
H -1.115 -2.215 -0.001
H -2.431 -0.335 0.519
H -2.738 -1.121 2.140
H -1.113 0.486 3.007
H -2.266 1.498 -0.625
H -0.817 0.500 -0.631
H -0.669 2.280 -0.671
O 0.667 -1.781 -3.875
H 1.570 -1.449 -3.844
H 0.574 -2.537 -3.304
O 3.037 -1.651 -1.540
H 3.843 -1.588 -2.039
H 2.914 -1.014 -0.828
O 2.026 3.212 1.563
H 1.114 2.908 1.693
H 2.036 4.142 1.290
O 3.298 1.491 0.182
H 3.065 1.814 -0.683
H 2.848 2.070 0.863
O -1.674 1.877 -3.239
H -1.161 2.552 -3.782
H -1.117 1.149 -2.931
*
```

Atom charges from the Löwdin analysis, given in e for atoms 1 to 6:
1. C -0.12
2. C -0.25
3. C -0.16
4. N 0.06
5. C -0.51
6. C -0.01


# 5
This record from OMol25 describes a 2-piece molecular cluster, C3H4BrNO2 overall. The level of theory is ωB97M-V/def2-TZVPD.

Orbital gap (alpha / beta), eV: 10.62 / 5.61
Lowest unoccupied orbital energy (alpha / beta), eV: 0.75 / -2.20
Energy above the lowest of the compared OMol25 structures with the same formula, charge and spin, kJ/mol: 309.0
Largest force on an atom, eV Å⁻¹: 3.34

The geometry in ORCA input format:
```
! wB97M-V def2-TZVPD RIJCOSX def2/J DEFGRID3
* xyz 0 1
C 0.255 0.792 -0.731
C -0.677 0.996 -1.725
C -0.023 -0.109 0.409
N -3.761 -0.350 -2.581
O -3.596 -1.458 -2.392
O -1.847 0.651 -1.809
Br 0.020 2.216 -3.170
H 1.179 1.342 -0.746
H 0.780 -0.843 0.506
H -0.049 0.455 1.345
H -0.972 -0.623 0.276
*
```

Atom charges from the Löwdin analysis, given in e for atoms 1 to 6:
1. C -0.11
2. C -0.76
3. C -0.06
4. N 0.03
5. O -0.02
6. O -0.04


# 6
This record from OMol25 describes a 2-piece molecular cluster, CH4FNO overall. The level of theory is ωB97M-V/def2-TZVPD.

Orbital gap (alpha / beta), eV: 9.31 / 8.61
Lowest unoccupied orbital energy (alpha / beta), eV: 0.87 / 0.67
Energy above the lowest of the compared OMol25 structures with the same formula, charge and spin, kJ/mol: 396.4
Largest force on an atom, eV Å⁻¹: 2.56

The geometry in ORCA input format:
```
! wB97M-V def2-TZVPD RIJCOSX def2/J DEFGRID3
* xyz 0 1
C 0.223 -1.175 -0.779
N -0.393 1.104 0.895
O -0.736 0.619 -0.260
F 0.478 -1.621 0.453
H 1.102 -0.829 -1.291
H -0.569 -1.701 -1.280
H 0.558 1.454 0.962
H -0.742 0.603 1.706
*
```

Atom charges from the Löwdin analysis, given in e for atoms 1 to 6:
1. C -0.01
2. N -0.09
3. O -0.21
4. F -0.03
5. H 0.08
6. H 0.08